Entry from OMol25: a structure of composition C32H53NOsP2 (the ωB97M-V functional and the def2-TZVPD basis).

Summary:
Net charge: +2
E_HOMO (spin up / spin down): -12.6723 / -12.6680 eV
<S²>: 6.016
Spin multiplicity: 5
Relative energy (zero: lowest compared OMol25 entry of this formula, charge and spin): 0.0 kcal per mole
HOMO-LUMO gap (spin up / spin down): 5.67 / 5.01 eV

Structure (XYZ):
```
89
Properties=species:S:1:pos:R:3:mulliken_spin:R:1
Os 1.1040 -3.7477 -1.7495 0.03
C -1.5121 1.4527 -0.4847 0.35
C -2.0539 0.3027 0.1349 0.35
C -0.6516 1.3552 1.6276 0.32
C -0.6061 2.0861 0.4132 0.34
C -1.5655 0.2815 1.4598 0.28
C -1.8435 1.9614 -1.8183 0.01
H -2.8958 1.7307 -2.0529 0.01
H -1.2051 1.4904 -2.6123 0.07
H -1.7198 3.0551 -1.8184 0.01
C 0.2037 3.3030 0.1677 0.02
H 0.0263 3.7001 -0.8404 -0.01
H 1.2860 3.0926 0.2642 0.03
H -0.0569 4.1026 0.8870 0.03
C 0.1128 1.6270 2.8548 0.01
H -0.5538 1.7074 3.7351 0.03
H 0.6810 2.5588 2.7550 -0.01
H 0.8382 0.8098 3.0601 0.03
C -1.9477 -0.6588 2.5152 0.02
H -2.3063 -0.1097 3.3958 0.02
H -1.0760 -1.2581 2.8090 0.02
H -2.7430 -1.3301 2.1811 -0.01
C -2.9705 -0.7071 -0.4601 -0.01
H -3.9171 -0.7681 0.1151 0.02
H -2.5085 -1.7152 -0.4712 0.03
H -3.2057 -0.4647 -1.5077 0.00
C 2.2630 -3.8548 -3.3565 -0.02
C 0.9194 -3.3275 -3.6597 -0.18
C -0.0415 -4.3355 -4.3435 0.00
C -0.9667 -5.0657 -3.3238 0.00
C -0.4025 -4.9774 -1.9245 0.00
C 0.9043 -5.6744 -1.6955 0.00
C 1.6868 -6.3112 -2.8470 0.00
C 2.6385 -5.3136 -3.5667 0.00
H 0.5043 -5.0927 -4.9364 0.00
H -1.1017 -6.1390 -3.5402 0.00
H -0.6805 -3.7806 -5.0427 0.00
H 2.7207 -5.5695 -4.6337 0.00
H 3.1032 -3.1966 -3.5606 0.00
H 0.7003 -2.2071 -3.8212 0.23
H 3.6420 -5.4745 -3.1678 0.00
H 2.2762 -7.0881 -2.3346 0.00
H 1.0255 -6.1410 -0.7006 0.00
H 0.9987 -6.8249 -3.5592 0.00
H -1.9793 -4.6160 -3.3660 0.00
H -1.1312 -4.9959 -1.1139 0.00
P -0.4211 0.0015 -4.0437 0.91
C 0.9242 0.3094 -5.2371 -0.01
C -1.6101 -0.9061 -5.1264 -0.03
P 0.8222 -2.6344 1.6439 0.02
C 1.1266 -2.2567 -0.1903 0.08
C -0.4753 -3.9132 1.4018 -0.01
C 2.2591 -3.7901 1.7346 0.00
H 1.9357 0.2433 -4.7913 0.01
H 0.7151 1.3429 -5.5862 0.03
H 0.7992 -0.4930 -5.9826 0.01
H -1.7212 -1.9709 -4.8128 0.03
H -1.3184 -0.8508 -6.1910 0.00
H -2.5456 -0.3278 -4.9539 0.02
H 2.4536 -4.2097 0.7422 0.00
H 2.0491 -4.5996 2.4442 0.00
H 3.1423 -3.2429 2.0657 0.00
H 0.6471 -1.3060 -0.5130 -0.09
H 2.1944 -2.0198 -0.2613 0.03
H -1.2417 -3.8175 2.1776 0.00
H -0.0091 -4.8954 1.4525 0.00
H -0.9375 -3.7822 0.4229 0.00
C 4.9437 -0.1907 3.4734 0.00
N 4.5402 0.6062 2.3419 0.00
C 4.0705 1.9067 2.7644 0.00
C 3.7987 -0.1617 1.3626 0.10
C 3.5700 0.5658 0.0746 0.02
C 4.5161 1.4979 -0.4334 0.06
C 4.2010 2.2125 -1.5923 -0.05
C 3.0047 1.9606 -2.2681 0.08
C 2.0584 1.0498 -1.7282 0.04
C 2.4103 0.3571 -0.6179 0.64
H 4.0752 -0.5898 4.0384 0.00
H 5.5387 0.4459 4.1415 0.00
H 5.5418 -1.0379 3.1185 0.00
H 3.8758 2.5741 1.9209 0.00
H 3.1789 1.8571 3.4121 0.00
H 4.8895 2.3344 3.3709 0.00
H 4.3904 -1.0858 1.2055 0.00
H 2.8189 -0.5095 1.7755 0.01
H 5.4389 1.6549 0.1323 0.00
H 4.8891 2.9792 -1.9559 0.00
H 2.7583 2.4667 -3.2078 0.01
H 1.0864 0.9152 -2.1939 0.03
```

Entry from OMol25: a structure of composition C23H42Cl3N4O3SSiV (the ωB97M-V functional and the def2-TZVPD basis).

Summary:
E_HOMO (spin up / spin down): -7.8398 / -7.8670 eV
<S²>: 2.015
Spin multiplicity: 3
HOMO-LUMO gap (spin up / spin down): 7.69 / 8.22 eV

Structure (XYZ):
```
78
Properties=species:S:1:pos:R:3:mulliken_spin:R:1
C 2.6095 -2.4966 -2.6658 0.00
C 1.9774 -1.6868 -3.7540 0.00
H 2.2461 -3.5293 -2.7617 0.00
H 2.3372 -2.1149 -1.6681 0.00
H 3.7111 -2.5149 -2.7428 0.00
C 1.8158 -2.1592 -4.9986 0.00
C 2.2649 -3.4970 -5.4725 0.00
H 1.4011 -1.5358 -5.7888 0.00
H 1.8351 -4.3248 -4.8979 0.00
H 3.3558 -3.6254 -5.4827 0.00
H 1.9067 -3.5950 -6.5005 0.00
V 0.9422 0.1325 1.9353 2.02
Cl 2.4301 0.4234 3.6582 -0.01
Cl 2.0909 1.4060 0.4005 -0.01
C 0.2410 2.9895 2.0573 0.00
O -0.2338 1.8930 2.4594 -0.01
N -0.4838 3.9656 1.4848 0.00
C -1.9353 3.8132 1.3783 0.00
C 0.1417 5.1740 0.9473 0.00
H 1.3294 3.1801 2.1187 0.00
H -2.3538 3.5653 2.3610 0.00
H -2.2027 3.0247 0.6623 0.00
H -2.3477 4.7593 1.0197 0.00
H 1.0759 5.3620 1.4902 0.00
H -0.5503 6.0123 1.0745 0.00
H 0.3704 5.0684 -0.1219 0.00
H -0.3980 -4.7009 3.5459 0.00
H -0.0848 -3.5192 0.6582 0.00
C -1.3975 -4.5037 3.1252 0.00
C -1.1610 -3.5145 0.8577 0.00
N -1.4220 -3.3122 2.2867 0.00
H -2.1065 -4.3840 3.9566 0.00
C -1.2114 -2.1179 2.8840 0.00
O -0.7204 -1.1261 2.2971 0.01
H -1.6141 -2.7267 0.2596 0.00
H -1.5019 -2.0725 3.9590 0.00
H -1.6788 -5.3604 2.5085 0.00
H -1.5822 -4.4784 0.5822 0.00
O 0.5889 -0.4001 -2.2797 -0.01
C 1.5561 -0.2852 -3.3430 0.00
C -0.0064 0.2884 -5.2471 0.00
C 1.1002 0.6227 -4.4761 0.00
H -0.4817 -0.6870 -5.1098 0.00
C -0.4944 1.1998 -6.1891 0.00
H 2.4800 0.1510 -2.9125 0.00
C 1.8100 1.8045 -4.7247 0.00
H -1.3938 0.9396 -6.7340 0.00
C 0.1844 2.3963 -6.4180 0.00
C 1.3496 2.6835 -5.7121 0.00
H 2.7169 1.9708 -4.1292 0.00
H -0.2172 3.0948 -7.1479 0.00
H 1.9315 3.5826 -5.8988 0.00
Si -0.7894 0.5507 -1.9256 0.00
Cl 1.5829 -1.6844 0.6119 -0.01
C -2.2111 0.1190 -3.0892 0.00
C -0.3597 2.3659 -2.0596 0.00
C -1.4479 0.1583 -0.2337 0.01
H -2.1880 0.6223 -4.0623 0.00
H -3.1626 0.3935 -2.6136 0.00
H -2.2312 -0.9620 -3.2844 0.00
H -1.7236 -0.8934 -0.1778 0.00
H -2.3238 0.7264 0.1047 0.00
H -0.6557 0.3246 0.5428 -0.03
H -0.2045 2.7103 -3.0905 0.00
H 0.5552 2.5676 -1.4859 0.00
H -1.1883 2.9539 -1.6423 0.00
S -1.0386 0.4023 4.6600 0.00
C -0.5938 -0.0861 6.1969 0.00
N 0.5672 0.1630 6.8702 0.00
C 0.5776 -0.3891 8.2163 0.00
C -0.8587 -0.8975 8.3886 0.00
N -1.3966 -0.7788 7.0466 0.00
H 1.4111 0.4458 6.3739 0.00
H 0.8231 0.3706 8.9646 0.00
H 1.3004 -1.2062 8.2954 0.00
H -1.4247 -0.2622 9.0722 0.00
H -0.8937 -1.9317 8.7415 0.00
H -2.3460 -1.0175 6.7883 0.00
```

Entry from OMol25: the molecule C3H7N3O (the ωB97M-V functional and the def2-TZVPD basis).

Summary:
SMILES string: [H]/N=C/NC(=O)NC
E_HOMO: -9.3732 eV
Relative energy (zero: lowest compared OMol25 entry of this formula, charge and spin): 76.6 kcal per mole
HOMO-LUMO gap: 9.96 eV

Structure (XYZ):
```
14
Properties=species:S:1:pos:R:3:nbo_charge:R:1
C 2.6370 0.0884 0.0771 -0.57
N 1.2019 0.1248 0.3630 -0.66
C 0.2112 -0.0430 -0.5306 0.78
O 0.3989 -0.1900 -1.7218 -0.63
N -1.0130 0.0251 0.0970 -0.64
C -2.1910 -0.2000 -0.5652 0.28
N -3.2846 -0.0956 0.0670 -0.69
H 2.9282 0.3875 -0.9240 0.22
H 2.9009 -1.0047 0.1061 0.23
H 2.2378 1.1252 0.6130 0.35
H 1.0798 -0.0621 1.3457 0.39
H -1.0737 0.2718 1.0764 0.41
H -2.0250 -0.4613 -1.6136 0.19
H -4.0613 -0.2976 -0.5524 0.35
```

Entry from OMol25: a cluster of 3 separate species, C6H10O in total (the ωB97M-V functional and the def2-TZVPD basis).

Summary:
E_HOMO: -8.5678 eV
Relative energy (zero: lowest compared OMol25 entry of this formula, charge and spin): 129.8 kcal per mole
HOMO-LUMO gap: 9.57 eV

Structure (XYZ):
```
17
Properties=species:S:1:pos:R:3:nbo_charge:R:1
C -0.9568 -1.4037 -1.1221 -0.52
C -1.2343 -0.3449 -0.2897 -0.15
C -0.6112 -0.2739 1.0929 -0.47
C 0.4691 0.7605 0.8378 0.22
O 0.9240 1.5281 1.9192 -0.71
C 1.3493 0.6446 -0.3809 -0.32
C 0.2366 1.4067 -0.4684 -0.23
H -1.4330 -1.4815 -2.0971 0.22
H -0.6114 -2.3420 -0.6903 0.22
H 0.5556 -1.1361 -1.4322 0.10
H -2.0035 0.3772 -0.5417 0.22
H -0.2451 -1.2514 1.4347 0.20
H -1.3164 0.1058 1.8410 0.22
H 1.3832 0.9353 2.5283 0.47
H 2.4144 0.7649 -0.5309 0.25
H 1.2113 -0.6028 -1.1731 0.05
H -0.1318 2.3132 -0.9273 0.23
```

Entry from OMol25: a structure of composition C31H31GeN5PtS2 (the ωB97M-V functional and the def2-TZVPD basis).

Summary:
Net charge: +1
E_HOMO (spin up / spin down): -8.8847 / -10.8297 eV
<S²>: 3.781
Spin multiplicity: 4
Relative energy (zero: lowest compared OMol25 entry of this formula, charge and spin): 0.0 kcal per mole
HOMO-LUMO gap (spin up / spin down): 6.45 / 5.73 eV

Structure (XYZ):
```
71
Properties=species:S:1:pos:R:3:mulliken_spin:R:1
Pt -12.5190 -8.2203 -10.3609 0.85
C -15.6283 -8.2802 -4.8944 0.01
C -16.0298 -7.5989 -6.2034 0.00
N -14.8944 -6.9844 -6.9453 0.18
C -14.3094 -7.5151 -7.9810 0.01
S -13.0497 -6.5719 -8.7610 0.05
N -14.7742 -8.7336 -8.3836 0.42
N -14.1255 -9.2090 -9.4183 0.30
C -14.2528 -10.5607 -9.6530 0.25
C -15.1781 -11.3839 -8.8699 0.02
C -13.3963 -10.9894 -10.7081 0.17
C -13.4718 -12.3002 -11.1833 0.18
C -12.6868 -12.7023 -12.2615 0.00
C -11.8754 -11.7925 -12.8857 0.18
C -11.7998 -10.4823 -12.3594 0.01
N -12.5328 -10.0781 -11.3068 0.14
H -16.4962 -8.7774 -4.4863 0.00
H -15.2176 -7.5994 -4.1622 0.00
H -14.8665 -9.0194 -5.0407 0.00
H -16.8152 -6.8487 -6.0879 0.00
H -16.4150 -8.3690 -6.8647 0.00
H -14.3871 -6.1567 -6.5536 -0.01
H -14.6627 -11.6994 -7.9429 0.04
H -15.4873 -12.2906 -9.3873 0.00
H -16.0536 -10.8096 -8.6359 0.02
H -14.1577 -12.9568 -10.6884 0.02
H -12.7138 -13.6693 -12.7088 0.00
H -11.2962 -12.0263 -13.7687 0.00
H -11.1792 -9.7569 -12.8995 -0.03
C -7.1657 -8.9905 -8.5670 0.01
C -8.1445 -9.7908 -9.1317 0.01
C -9.0826 -9.2362 -9.9939 0.04
C -9.0954 -7.8627 -10.2461 -0.01
C -8.1032 -7.0572 -9.7066 -0.01
C -7.1513 -7.6079 -8.8472 0.00
Ge -10.5608 -7.1072 -11.2897 0.02
C -10.5812 -5.1520 -11.0701 0.01
C -10.3939 -4.5747 -9.8053 0.00
C -10.4226 -3.1935 -9.6741 0.00
C -10.5808 -2.3571 -10.7828 0.00
C -10.7660 -2.9382 -12.0378 0.00
C -10.7439 -4.3262 -12.1777 0.00
C -10.3640 -7.4766 -13.2232 0.00
C -11.3607 -7.1869 -14.1568 -0.01
C -11.2516 -7.5467 -15.4851 0.00
C -10.1509 -8.3009 -15.8932 0.00
C -9.1383 -8.5899 -15.0030 0.00
C -9.2504 -8.1987 -13.6628 0.00
H -6.3852 -9.3717 -7.9170 0.00
H -8.1789 -10.8771 -9.0240 0.00
H -9.8653 -9.8862 -10.3907 -0.02
H -8.1063 -5.9908 -9.8986 0.00
H -6.3807 -6.9698 -8.4488 0.00
H -10.2473 -5.1938 -8.9229 0.00
H -10.2551 -2.7864 -8.6603 0.00
H -10.5893 -1.2741 -10.6846 0.00
H -10.8752 -2.3206 -12.9159 0.00
H -10.8799 -4.7189 -13.1713 0.00
H -12.1917 -6.6036 -13.7852 0.00
H -12.0332 -7.2679 -16.1607 0.00
H -10.0656 -8.5975 -16.9209 0.00
H -8.2740 -9.1650 -15.2963 0.00
H -8.4646 -8.4959 -12.9579 0.00
S -15.1597 -6.9989 -14.1701 0.01
C -14.6523 -5.6008 -13.3663 0.01
C -13.9656 -5.9467 -12.2170 -0.02
N -13.8892 -7.2837 -11.9902 0.11
C -14.5201 -7.9492 -12.9192 -0.02
H -14.8749 -4.5925 -13.7058 0.00
H -13.5045 -5.2135 -11.5856 0.01
H -14.5075 -9.0338 -13.0250 0.00
```